#i
Here is a single C5H9NO3 molecule from the Open Molecules 2025 dataset. Energies are from ωB97M-V/def2-TZVPD.

lowest unoccupied orbital energy: 0.7 eV
2S+1: 1

Geometry as XYZ:
```
18
Properties=species:S:1:pos:R:3:lowdin_charge:R:1
H -0.061 1.966 -0.016 0.091
C -0.033 -0.419 -1.173 -0.404
C -1.875 -0.826 0.378 -0.040
H 1.436 -1.766 0.569 0.143
H -1.996 -0.860 1.463 0.097
H -2.752 -0.356 -0.066 0.093
H 2.141 1.404 -0.094 0.092
C 1.469 -0.671 0.511 -0.169
O 1.821 1.237 -1.003 -0.028
O 1.947 0.047 1.360 0.034
N -0.673 -0.067 0.051 -0.176
O -0.438 -1.328 -1.862 0.097
C 1.449 -0.098 -1.062 -0.214
C -0.672 1.294 0.580 -0.038
H -1.699 1.652 0.619 0.091
H 1.991 -0.674 -1.814 0.150
H -1.786 -1.827 -0.037 0.088
H -0.269 1.292 1.596 0.093
```


#ii
Here is a molecular structure, C5H9NO3 from the Open Molecules 2025 dataset. Energies are from ωB97M-V/def2-TZVPD.

lowest unoccupied orbital energy: 0.7 eV
2S+1: 1

Geometry as XYZ:
```
18
Properties=species:S:1:pos:R:3:lowdin_charge:R:1
O 0.563 -2.165 0.024 -0.019
O 3.279 -0.193 0.120 0.140
H -0.938 0.747 1.926 0.093
H 0.448 -0.212 1.873 0.049
C 2.170 0.180 -0.144 -0.313
H -0.118 2.149 0.475 0.118
H 0.235 1.992 -1.216 0.163
H -1.809 -1.048 -1.202 0.091
O 1.609 1.319 0.070 0.040
H -1.221 -0.929 1.861 0.116
C -0.483 -0.150 1.448 -0.014
C -0.283 -0.071 -0.093 -0.539
H -1.268 0.376 -1.880 0.055
C -1.483 -0.048 -0.975 -0.041
N 0.662 -0.961 -0.709 0.019
C 0.237 1.415 -0.210 -0.105
H 0.794 -2.702 -0.706 0.080
H -2.396 0.302 -0.663 0.064
```


The most stable arrangement is #i, and the next structure is 267.3 kJ/mol less stable.


#i
Here is a single C5H9NO3 molecule from the Open Molecules 2025 dataset. Energies are from ωB97M-V/def2-TZVPD.

lowest unoccupied orbital energy: 0.7 eV
2S+1: 1

Geometry as XYZ:
```
18
Properties=species:S:1:pos:R:3:lowdin_charge:R:1
O 0.305 -1.797 -1.401 0.103
N -2.388 -0.187 0.126 0.086
O 1.340 -0.145 -0.074 -0.129
C 2.127 -1.142 0.575 -0.064
O 0.226 2.266 0.900 0.013
C 0.317 -0.648 -0.987 -0.422
H 3.174 -1.007 0.296 0.089
H 2.021 -1.019 1.657 0.091
H 0.711 2.233 0.059 0.093
C -0.542 0.493 -1.429 -0.006
H -2.331 -1.181 -0.087 0.091
H -0.928 1.071 2.008 0.123
H 0.023 1.386 -1.702 0.125
C -0.576 1.175 0.987 -0.153
H 1.816 -2.158 0.314 0.085
H -1.242 0.181 -2.205 0.133
C -1.190 0.506 -0.045 -0.350
H -2.863 -0.027 1.008 0.091
```


#ii
Here is a single C5H9NO3 molecule from the Open Molecules 2025 dataset. Energies are from ωB97M-V/def2-TZVPD.

lowest unoccupied orbital energy: 0.6 eV
2S+1: 1

Geometry as XYZ:
```
18
Properties=species:S:1:pos:R:3:lowdin_charge:R:1
H 0.491 0.247 -2.021 0.129
H -0.034 1.095 -0.665 0.127
C -1.856 0.547 -1.877 -0.059
C 0.361 -1.436 0.129 -0.517
H -2.061 1.626 -2.159 0.090
N 0.868 -0.333 0.907 -0.075
O 2.848 -1.121 0.406 0.065
H 0.427 0.283 2.803 0.094
H -1.095 0.350 1.866 0.128
O -0.250 -1.016 -0.981 0.018
H 2.654 0.328 1.821 0.150
H -2.514 0.265 -1.043 0.075
C -0.410 0.326 -1.422 -0.230
O 0.346 -2.530 0.536 0.203
C 2.208 -0.367 1.090 -0.301
H -2.129 -0.071 -2.813 0.104
C 0.024 0.394 1.796 -0.056
H 0.122 1.412 1.628 0.054
```


#iii
Here is 2 unconnected molecules or ions with the total composition C5H9NO3 from the Open Molecules 2025 dataset. Energies are from ωB97M-V/def2-TZVPD.

lowest unoccupied orbital energy (alpha / beta): 0.3 / -2.1 eV
2S+1: 1

Geometry as XYZ:
```
18
Properties=species:S:1:pos:R:3:lowdin_charge:R:1
C -1.966 -0.291 -0.841 -0.042
N 3.449 1.036 1.418 -0.245
H -2.625 0.604 -0.697 0.094
H -0.198 -2.044 -0.187 0.126
H 0.486 -1.283 -1.791 0.096
C -0.060 1.180 -0.912 -0.083
O 2.868 2.091 1.574 -0.008
H -1.776 -0.626 -1.884 0.084
O -0.017 1.996 -1.747 0.205
H 0.356 0.634 1.429 0.062
O 3.252 0.262 0.527 -0.014
H -1.442 0.726 1.692 0.104
C -0.489 -0.020 -0.276 -0.632
H 1.511 -1.138 -0.308 0.090
C -0.605 0.141 1.224 -0.060
C 0.427 -1.189 -0.685 -0.031
H -2.548 -1.167 -0.293 0.123
H -0.624 -0.912 1.758 0.132
```


The most stable arrangement is #ii, and the next structure is 20.1 kJ/mol less stable.


#i
Here is a gas-phase ion, C3H8N3O2 (charge +1) from the Open Molecules 2025 dataset. Energies are from ωB97M-V/def2-TZVPD.

charge: +1
lowest unoccupied orbital energy: -3.8 eV
2S+1: 1

Geometry as XYZ:
```
16
Properties=species:S:1:pos:R:3:lowdin_charge:R:1
H 3.888 0.882 -0.509 0.187
H 3.589 -0.737 -1.360 0.116
N 1.636 0.668 0.704 -0.003
H -2.768 -1.763 0.337 0.078
H -1.051 1.802 0.051 0.107
H 0.227 0.813 2.001 0.197
C -1.575 -0.024 0.066 -0.436
O -1.790 1.253 -0.151 0.196
N 0.447 0.957 0.950 0.063
O -0.464 -0.333 0.462 0.077
H -2.739 -1.103 -1.253 0.147
N 3.347 -0.060 -0.645 0.116
H 1.394 -0.984 -0.449 0.163
C 2.130 -0.193 -0.124 -0.206
C -2.711 -0.883 -0.164 0.084
H -3.561 -0.294 0.084 0.112
```


#ii
Here is 2 unconnected molecules or ions with the total composition C3H8N3O2 from the Open Molecules 2025 dataset. Energies are from ωB97M-V/def2-TZVPD.

charge: +1
lowest unoccupied orbital energy: -3.2 eV
2S+1: 1

Geometry as XYZ:
```
16
Properties=species:S:1:pos:R:3:lowdin_charge:R:1
H 3.384 -0.438 -1.153 0.073
N -1.515 -0.594 0.762 0.052
N -2.413 0.966 -0.596 0.206
N 1.972 0.110 -0.047 0.123
H -0.875 -0.723 1.525 0.170
H -2.628 0.303 -1.302 0.118
O -1.571 -1.446 -0.398 0.033
H 4.085 -0.088 0.366 0.125
O 0.110 1.437 0.283 0.066
C 3.212 -0.576 -0.139 -0.037
H -2.315 1.919 -0.983 0.164
C -1.871 0.647 0.560 -0.171
C 1.162 0.914 0.202 -0.279
H -2.278 -2.058 -0.578 0.121
H 3.144 -1.579 0.036 0.061
H -1.604 1.205 1.462 0.176
```


The most stable arrangement is #ii, and the next structure is 22.7 kJ/mol less stable.


#i
Here is a gas-phase ion, C2H7N2 (charge +1) from the Open Molecules 2025 dataset. Energies are from ωB97M-V/def2-TZVPD.

charge: +1
lowest unoccupied orbital energy: -5.4 eV
2S+1: 1

Geometry as XYZ:
```
11
Properties=species:S:1:pos:R:3:lowdin_charge:R:1
H 2.624 -0.239 0.172 0.114
H -2.584 -0.442 -0.221 0.104
H 1.140 1.364 0.166 0.163
C 1.611 -0.501 0.056 0.233
H -0.756 1.269 0.801 0.139
C -0.661 0.609 -0.063 -0.234
H -1.444 -1.160 0.706 0.084
H -0.806 1.286 -0.982 0.183
N -1.587 -0.500 -0.044 0.055
N 0.755 0.461 0.010 0.047
H 1.373 -1.514 -0.073 0.112
```


#ii
Here is a gas-phase ion, C2H7N2 (charge +1) from the Open Molecules 2025 dataset. Energies are from ωB97M-V/def2-TZVPD.

charge: +1
lowest unoccupied orbital energy: -4.8 eV
2S+1: 1

Geometry as XYZ:
```
11
Properties=species:S:1:pos:R:3:lowdin_charge:R:1
N -0.712 1.788 0.232 0.104
H -1.087 1.983 -0.704 0.114
H 0.597 -2.239 -1.206 0.186
N 0.261 -1.788 -0.317 0.162
H -0.728 -1.916 -0.130 0.155
H 0.213 0.462 1.553 0.147
H 1.382 -0.039 -0.887 0.104
C -0.175 0.536 0.498 -0.208
C 0.542 -0.302 -0.306 -0.097
H 0.851 -2.395 0.354 0.200
H -0.092 2.563 0.535 0.133
```


The most stable arrangement is #i, and the next structure is 148.9 kJ/mol less stable.


#i
Here is 2 unconnected molecules or ions with the total composition C2H7N2 from the Open Molecules 2025 dataset. Energies are from ωB97M-V/def2-TZVPD.

charge: +1
lowest unoccupied orbital energy: -9.0 eV
2S+1: 1

Geometry as XYZ:
```
11
Properties=species:S:1:pos:R:3:lowdin_charge:R:1
N -2.901 0.397 0.426 0.056
N 2.327 -0.453 -0.229 0.183
H -1.916 0.409 0.094 -0.042
C -0.063 -0.154 -0.341 0.308
C 1.082 0.059 0.299 -0.149
H 3.061 0.251 -0.411 0.145
H 2.320 -1.045 -1.056 0.123
H -0.147 -0.975 -1.091 0.128
H 1.256 0.925 0.933 0.143
H -3.263 1.306 0.752 0.052
H -3.415 0.140 -0.438 0.053
```


#ii
Here is a gas-phase ion, C2H7N2 (charge +1) from the Open Molecules 2025 dataset. Energies are from ωB97M-V/def2-TZVPD.

charge: +1
lowest unoccupied orbital energy: -3.7 eV
2S+1: 1

Geometry as XYZ:
```
11
Properties=species:S:1:pos:R:3:lowdin_charge:R:1
H 1.430 0.000 -2.382 0.118
C -0.540 0.197 0.107 -0.089
H 0.192 0.871 2.013 0.173
H -1.359 0.415 1.995 0.170
H -0.204 -0.245 -2.477 0.116
H -1.555 0.124 -0.252 0.121
N 0.621 -0.378 -1.908 0.100
H -0.185 -0.757 1.920 0.168
C 0.551 -0.152 -0.578 -0.197
H 1.493 -0.256 -0.046 0.139
N -0.443 0.180 1.608 0.182
```


#iii
Here is a gas-phase ion, C2H7N2 (charge +1) from the Open Molecules 2025 dataset. Energies are from ωB97M-V/def2-TZVPD.

charge: +1
lowest unoccupied orbital energy: -3.4 eV
2S+1: 1

Geometry as XYZ:
```
11
Properties=species:S:1:pos:R:3:lowdin_charge:R:1
N -0.274 0.491 1.538 0.186
H 0.088 -0.497 1.851 0.200
C -0.456 0.851 0.313 -0.215
C 0.450 -1.047 -0.862 -0.013
H 0.656 -1.318 -1.903 0.098
H -0.373 0.794 -1.668 0.151
H -0.461 1.192 2.269 0.153
H 1.503 -0.864 -0.441 0.126
N -0.110 0.343 -0.823 0.024
H -0.899 1.865 0.050 0.191
H -0.123 -1.809 -0.325 0.098
```


The most stable arrangement is #iii, and the next structure is 49.2 kJ/mol less stable.


#i
Here is a single C4H6ClF molecule from the Open Molecules 2025 dataset. Energies are from ωB97M-V/def2-TZVPD.

lowest unoccupied orbital energy: 1.0 eV
2S+1: 1

Geometry as XYZ:
```
12
Properties=species:S:1:pos:R:3:lowdin_charge:R:1
C -0.587 0.864 -0.150 -0.194
H -1.903 0.131 1.397 0.075
C 1.498 -0.570 -0.024 -0.173
H 1.057 -1.549 -0.280 0.120
H 1.783 -0.562 1.022 0.116
H -1.057 -1.241 0.528 0.073
C 0.709 0.675 -0.389 -0.087
Cl -2.913 -0.401 -0.636 0.545
H -1.080 1.837 -0.370 0.110
H 1.247 1.524 -0.841 0.116
F 2.754 -0.487 -0.683 -0.094
C -1.507 -0.221 0.426 -0.607
```


#ii
Here is 2 unconnected molecules or ions with the total composition C4H6ClF from the Open Molecules 2025 dataset. Energies are from ωB97M-V/def2-TZVPD.

lowest unoccupied orbital energy: 0.9 eV
2S+1: 1

Geometry as XYZ:
```
12
Properties=species:S:1:pos:R:3:lowdin_charge:R:1
C -1.563 -0.142 0.582 -0.663
F -2.069 -1.367 0.351 -0.065
C 0.374 -0.171 -0.225 -0.220
H 1.560 -1.112 -1.630 0.067
H -1.461 0.027 1.650 0.075
C 0.592 -1.062 -1.148 0.001
C 1.142 0.913 0.408 -0.107
H 1.928 0.502 1.040 0.083
Cl -2.461 1.099 -0.234 0.623
H -0.147 -1.773 -1.467 0.057
H 1.603 1.546 -0.351 0.084
H 0.501 1.538 1.024 0.064
```


The most stable arrangement is #i, and the next structure is 163.3 kJ/mol less stable.